[1]
{
  "formula": "C30H56Cl22Mg2O8",
  "method": "wB97M-V/def2-TZVPD",
  "charge": 0,
  "gap_ev": 10.06,
  "homo_energy_ev": -9.974,
  "spin_multiplicity": 1,
  "total_energy_ev": -334794.00070,
  "elements": ["Mg", "Mg", "C", "C", "O", "O", "H", "H", "H", "C", "C", "O", "O", "H", "H", "H", "C", "C", "O", "O", "H", "H", "H", "C", "C", "O", "O", "H", "H", "H", "Cl", "C", "C", "Cl", "H", "H", "H", "H", "Cl", "C", "C", "Cl", "H", "H", "H", "H", "Cl", "C", "C", "Cl", "H", "H", "H", "H", "Cl", "C", "C", "Cl", "H", "H", "H", "H", "Cl", "C", "C", "Cl", "H", "H", "H", "H", "Cl", "C", "C", "Cl", "H", "H", "H", "H", "Cl", "C", "C", "Cl", "H", "H", "H", "H", "Cl", "C", "C", "Cl", "H", "H", "H", "H", "Cl", "C", "C", "Cl", "H", "H", "H", "H", "Cl", "C", "C", "Cl", "H", "H", "H", "H", "Cl", "C", "C", "Cl", "H", "H", "H", "H"],
  "xyz": [[0.9725, -0.2234, 3.5090], [3.3821, -1.2759, 1.4769], [2.0742, -3.7853, 4.4389], [1.6772, -2.3991, 4.0794], [0.8564, -1.7398, 4.6805], [2.2190, -1.8293, 3.0967], [1.9416, -4.0266, 5.4935], [3.1319, -3.8632, 4.1870], [1.5594, -4.5222, 3.8223], [0.1244, 0.7522, -0.4396], [0.7750, -0.0198, 0.6759], [1.7470, -0.7539, 0.4671], [0.2477, 0.2133, 1.8219], [0.1534, 0.2605, -1.4120], [0.6293, 1.7030, -0.6106], [-0.9298, 0.9805, -0.2827], [6.0824, -3.5657, -0.0539], [5.0424, -2.6481, 0.5549], [5.2368, -1.4526, 0.6885], [3.8783, -3.0647, 0.7922], [5.6777, -4.4671, -0.5140], [6.7839, -3.9205, 0.7012], [6.6490, -3.1267, -0.8751], [4.1836, 2.4632, 3.3399], [3.3414, 1.2368, 3.2545], [2.3580, 1.1157, 3.9536], [3.6693, 0.3829, 2.4720], [4.3085, 2.8763, 2.3390], [5.2039, 2.3213, 3.6961], [3.6213, 3.2098, 3.9008], [-4.7126, 2.3923, -1.8521], [-5.1957, 1.4218, -0.4307], [-5.3009, -0.0863, -0.8157], [-3.6767, -0.8704, -0.6114], [-6.1382, 1.8262, -0.0616], [-4.5498, 1.6080, 0.4274], [-5.5852, -0.2267, -1.8586], [-6.0330, -0.6831, -0.2717], [-0.4367, 1.5700, -7.1490], [-1.9360, 0.6935, -6.4968], [-3.2277, 1.5272, -6.6337], [-3.5960, 1.9319, -8.2944], [-1.7286, 0.4301, -5.4597], [-2.0102, -0.1274, -7.2100], [-3.2195, 2.4963, -6.1348], [-4.0824, 1.0420, -6.1625], [-4.4891, -3.5565, 4.2986], [-4.3279, -3.3221, 2.5775], [-2.8902, -3.3804, 2.0894], [-1.6888, -2.3365, 2.9965], [-4.8543, -2.4140, 2.2835], [-4.8974, -4.1167, 2.0954], [-2.9183, -3.2078, 1.0136], [-2.5057, -4.3913, 2.2250], [1.5419, 3.7093, 1.9131], [1.3364, 4.9380, 0.6553], [-0.0748, 5.5311, 0.8013], [-1.3816, 4.3768, 0.4689], [1.6036, 4.3590, -0.2287], [2.0312, 5.7715, 0.7589], [-0.2442, 6.2948, 0.0422], [-0.1543, 6.0058, 1.7793], [-0.8613, 0.9011, 4.6863], [-1.5346, 2.4126, 5.5095], [-0.5838, 3.6189, 5.4279], [1.0172, 3.1956, 6.1576], [-1.7360, 2.1445, 6.5466], [-2.4684, 2.8245, 5.1267], [-0.8998, 4.5130, 5.9655], [-0.3091, 3.9773, 4.4358], [0.7749, -0.8468, -4.2849], [2.1045, 0.1772, -3.7431], [3.5015, -0.3384, -3.9803], [3.8875, -1.7786, -3.0675], [1.9703, 0.3676, -2.6783], [1.9691, 1.1950, -4.1088], [4.3109, 0.3675, -3.7939], [3.6316, -0.5090, -5.0489], [2.3437, -5.8739, -2.8124], [1.2343, -4.5026, -3.0320], [1.0444, -3.8224, -1.7177], [0.2349, -4.7785, -0.4350], [0.3158, -4.9002, -3.4637], [1.7572, -3.9818, -3.8341], [0.6255, -2.8197, -1.8029], [2.0774, -3.7472, -1.3781], [-1.5114, 4.7520, -5.1577], [-1.9756, 3.9414, -3.6349], [-1.0356, 2.7870, -3.2846], [0.5129, 3.5420, -2.8441], [-3.0194, 3.6278, -3.6519], [-1.9040, 4.7310, -2.8870], [-0.9121, 2.0336, -4.0625], [-1.3779, 2.3042, -2.3693], [-3.8180, -3.7569, -1.7355], [-3.1247, -4.3670, -3.1974], [-2.2208, -3.2659, -3.6774], [-2.9657, -1.8003, -4.2793], [-3.9401, -4.6607, -3.8585], [-2.5236, -5.2512, -2.9853], [-1.6142, -3.7253, -4.4578], [-1.5877, -2.8947, -2.8715], [3.8663, 1.7778, -1.1766], [5.5215, 1.5927, -0.5147], [6.4383, 0.6719, -1.3892], [6.8754, 1.4043, -2.9038], [5.5196, 1.2605, 0.5235], [5.8624, 2.6176, -0.3683], [5.9353, -0.2635, -1.6342], [7.3385, 0.3370, -0.8738], [-4.3919, 0.9885, 7.3540], [-5.4039, 0.9104, 5.9339], [-4.6051, 0.2290, 4.7683], [-5.5210, 0.1768, 3.2573], [-5.6469, 1.9165, 5.5923], [-6.3955, 0.5134, 6.1511], [-4.3135, -0.7911, 5.0180], [-3.7244, 0.8269, 4.5340]],
  "forces_ev_per_angstrom": [[1.1, 0.8, -0.3], [-0.9, 0.3, 0.5], [0.7, -0.4, 0.1], [1.5, -1.4, -1.0], [-3.0, 0.6, 3.0], [1.1, -0.2, -1.5], [-0.2, 0.2, -0.1], [0.0, -0.2, 0.0], [-0.2, 0.2, 0.0], [-0.4, 0.0, -1.1], [-1.3, 1.1, 0.7], [0.5, -0.2, -0.4], [0.3, -0.2, -0.9], [0.3, -0.4, 0.1], [0.2, 0.1, 0.3], [0.1, -0.1, 0.5], [0.3, -0.7, -0.2], [-0.7, -2.4, -1.9], [1.9, 3.4, 0.5], [-0.5, -1.7, 0.4], [-0.6, 0.1, 0.4], [0.1, 0.2, 0.1], [0.0, 0.6, 0.3], [-0.1, 1.3, -0.1], [1.7, 1.8, 0.4], [-3.3, 0.3, 2.6], [2.0, -2.8, -3.5], [-0.1, -0.1, -0.2], [-0.2, -0.3, 0.4], [0.4, 0.0, 0.3], [0.1, -0.1, 0.3], [-0.8, -0.9, 0.3], [0.5, 0.5, 0.0], [-0.5, 0.6, 0.2], [-0.3, -0.2, -0.5], [0.6, -0.3, -0.5], [0.2, 0.3, 0.0], [0.2, 0.4, 0.5], [-0.9, -0.2, 0.6], [-0.1, 1.1, -1.1], [0.6, 0.5, 1.0], [-0.2, -0.2, -0.7], [0.0, -0.2, -0.3], [0.0, -0.3, 0.6], [0.7, -0.1, 0.2], [0.1, -0.6, -0.3], [-0.1, -0.1, 0.8], [0.0, 0.3, -0.8], [0.1, -0.6, 0.3], [-1.0, -0.4, -0.7], [0.4, 0.2, 0.3], [0.3, -0.2, -0.1], [0.5, 0.5, 0.1], [0.0, 0.1, 0.1], [0.2, -0.1, 0.7], [-0.6, 0.0, 0.1], [0.7, 0.2, -1.2], [-0.1, -0.3, 0.4], [-0.6, 0.6, -0.4], [0.2, -0.2, 0.3], [0.3, 0.1, 0.1], [-0.3, -0.4, 0.0], [-1.7, 1.3, 0.9], [0.8, 1.5, 0.3], [1.4, -0.5, 0.2], [-0.2, 0.1, 0.1], [0.3, -0.3, -0.2], [-0.2, -1.0, -0.7], [-0.6, -0.4, 0.2], [-0.4, -0.5, -0.3], [-0.1, -0.2, -0.2], [0.5, 1.3, 1.5], [0.1, 0.5, -1.5], [0.0, -0.7, 0.3], [-0.1, -0.6, 0.2], [0.1, -0.2, -0.8], [-0.5, 0.4, 0.6], [-0.1, -0.6, 0.0], [0.2, -0.8, 0.1], [-0.6, -1.1, -0.9], [1.5, 0.6, 0.2], [-0.3, 0.2, -0.6], [-0.1, -0.1, 0.1], [-0.3, 0.9, 0.5], [-0.2, -0.2, 0.1], [-0.2, 0.6, 0.5], [-0.2, -0.2, -0.1], [0.1, -0.1, 0.2], [-0.6, 0.7, 0.5], [0.7, -0.3, -0.1], [0.1, -0.1, -0.4], [0.0, -0.3, 0.2], [0.2, 0.3, -0.1], [-0.2, 0.0, -0.1], [-1.1, -0.4, 1.4], [0.0, 0.1, -0.2], [1.1, -0.8, -0.5], [-0.7, 0.3, -0.4], [0.2, 0.3, -0.2], [0.0, 0.1, 0.1], [0.2, 0.5, -0.2], [0.1, -0.5, 0.0], [0.2, -0.3, 0.2], [1.1, -0.1, 0.1], [-1.2, -0.2, 1.3], [0.3, 0.6, -0.9], [-0.6, -0.8, -0.2], [0.4, 0.0, -0.8], [-0.4, 0.2, 0.2], [0.0, 0.5, 0.2], [0.2, 0.0, 0.5], [-0.2, 0.3, -2.1], [-0.2, 0.2, 1.2], [-0.5, 0.0, -0.2], [0.3, 0.2, 0.2], [0.4, -0.7, 0.1], [0.0, 0.1, 0.0], [0.0, -0.2, 0.3]],
  "lowdin_charge": [0.462, 0.698, 0.050, -0.678, -0.029, -0.071, 0.094, 0.093, 0.101, -0.001, -0.599, -0.002, -0.103, 0.060, 0.045, 0.067, 0.021, -0.706, -0.008, -0.038, 0.081, 0.084, 0.078, -0.012, -0.763, -0.035, 0.002, 0.060, 0.094, 0.061, 0.576, -0.643, -0.582, 0.517, 0.066, 0.050, 0.055, 0.067, 0.468, -0.607, -0.689, 0.574, -0.012, 0.056, 0.029, 0.072, 0.589, -0.691, -0.598, 0.612, 0.024, 0.075, 0.013, 0.066, 0.670, -0.615, -0.657, 0.546, 0.022, 0.082, 0.064, 0.070, 0.699, -0.520, -0.591, 0.551, 0.052, 0.079, 0.073, 0.042, 0.602, -0.687, -0.673, 0.640, 0.009, 0.060, 0.025, 0.077, 0.562, -0.675, -0.686, 0.552, 0.050, 0.044, 0.054, 0.029, 0.551, -0.678, -0.614, 0.591, 0.023, 0.046, 0.043, 0.048, 0.578, -0.653, -0.726, 0.600, 0.079, 0.078, 0.074, 0.039, 0.614, -0.599, -0.677, 0.586, 0.055, 0.061, 0.019, 0.077, 0.605, -0.669, -0.659, 0.583, 0.061, 0.073, 0.032, 0.018]
}



[2]
{
  "formula": "FNO2",
  "method": "wB97M-V/def2-TZVPD",
  "charge": 0,
  "gap_ev": [8.47, 9.38],
  "homo_energy_ev": [-8.311, -11.948],
  "spin_multiplicity": 3,
  "total_energy_ev": -8294.76092,
  "elements": ["N", "O", "O", "F"],
  "xyz": [[0.0611, -1.0544, -1.2464], [0.9053, -1.5340, -0.6934], [-0.0597, 1.0805, 0.4899], [-0.9066, 1.5079, 1.4499]],
  "forces_ev_per_angstrom": [[-2.3, 1.2, -1.6], [2.3, -1.3, 1.5], [-0.4, 0.3, 0.5], [0.4, -0.2, -0.4]],
  "nbo_charge": [0.183, -0.183, 0.078, -0.078]
}



Copy entry 2 word for word.
{
  "formula": "FNO2",
  "method": "wB97M-V/def2-TZVPD",
  "charge": 0,
  "gap_ev": [8.47, 9.38],
  "homo_energy_ev": [-8.311, -11.948],
  "spin_multiplicity": 3,
  "total_energy_ev": -8294.76092,
  "elements": ["N", "O", "O", "F"],
  "xyz": [[0.0611, -1.0544, -1.2464], [0.9053, -1.5340, -0.6934], [-0.0597, 1.0805, 0.4899], [-0.9066, 1.5079, 1.4499]],
  "forces_ev_per_angstrom": [[-2.3, 1.2, -1.6], [2.3, -1.3, 1.5], [-0.4, 0.3, 0.5], [0.4, -0.2, -0.4]],
  "nbo_charge": [0.183, -0.183, 0.078, -0.078]
}



> What is the formula in the first record?

C30H56Cl22Mg2O8